Computed, not measured: a structure of composition C2H7N2O, with the ωB97M-V functional and the def2-TZVPD basis.

Last column: natural (NBO) charge in e.
Atoms and positions in Å:
C: 1.416482 -0.459676 0.777798  -0.10
C: 0.518177 0.320792 -0.194269  0.59
N: 0.344173 1.611544 -0.337679  -0.83
N: -0.955569 -0.721763 -0.543130  -0.84
O: 1.551815 -0.339724 -0.655504  -0.43
H: 2.169500 0.107641 1.389841  0.24
H: 1.084724 -1.402054 1.094572  0.20
H: 0.516657 2.272097 -1.139238  0.44
H: 0.074008 2.191721 0.408690  0.42
H: -0.973388 -1.365770 0.200754  0.43
H: -0.858055 -1.322808 -1.429642  0.44
H: -1.689560 -0.031816 -0.752159  0.44

Cartesian forces (eV/Å) of the 6 atoms listed first:
C -0.451 2.825 -0.805
C 0.560 -1.840 1.826
N -0.501 2.896 -1.793
N 1.736 1.016 -3.573
O 1.377 -1.040 -1.140
H -0.878 -0.676 -0.801

Results
- Relative energy (zero: lowest compared OMol25 entry of this formula, charge and spin): 278.2 kJ/mol
- E_HOMO: -15.492 eV
- 2S+1: 1
- Net charge: +1
- E: -7206.2614 eV

---

Computed, not measured: the ion C2H7N2O with charge +1, with the ωB97M-V functional and the def2-TZVPD basis.

Last column: natural (NBO) charge in e.
Atoms and positions in Å:
C: 0.715597 -1.652354 0.314979  -0.49
N: -0.258581 -0.750630 -0.342453  -0.13
O: -1.360863 -0.574574 0.565302  -0.29
C: -0.400743 0.325150 0.501162  0.37
N: -0.759990 1.519204 -0.572364  -0.75
H: 1.041811 -2.510825 -0.323123  0.25
H: 1.489929 -1.207058 0.775672  0.21
H: 0.244325 -2.258826 1.032337  0.25
H: 0.320201 0.838380 1.257663  0.25
H: -1.139262 1.089581 -1.385608  0.45
H: 0.025702 1.935750 -1.053516  0.44
H: -1.373128 2.308347 -0.262138  0.45

Cartesian forces (eV/Å) of the 6 atoms listed first:
C -1.774 -3.691 -2.723
N 2.903 -1.776 -0.246
O -1.929 0.354 1.611
C 1.101 4.231 -1.213
N -0.491 1.057 1.193
H 0.041 1.355 -0.316

Results
- Relative energy (zero: lowest compared OMol25 entry of this formula, charge and spin): 461.9 kJ/mol
- E_HOMO: -15.722 eV
- SMILES: CN1O[C@@H]1[NH3+]
- 2S+1: 1
- Net charge: +1
- E: -7204.3572 eV

---

Computed, not measured: a cluster of 2 separate species, C2H7N2O2 in total, with the ωB97M-V functional and the def2-TZVPD basis.

Last column: natural (NBO) charge in e.
Atoms and positions in Å:
N: -1.011867 1.570804 0.232997  -0.81
C: -0.275513 0.447369 0.836316  -0.09
N: -1.189893 -0.677691 1.260629  -0.88
H: -1.674466 1.848777 0.948268  0.32
H: -1.605417 1.114420 -0.447167  0.33
H: 0.198953 0.853966 1.729877  0.14
H: 0.426223 0.008306 0.120423  0.25
H: -1.406081 -1.165271 0.403609  0.35
H: -0.532928 -1.272697 1.756734  0.34
O: 2.090433 0.464348 -1.307658  -0.77
C: 1.741908 -0.670341 -1.701263  0.63
O: 0.867441 -1.469877 -1.291401  -0.81
H: 2.371206 -1.052113 -2.541364  -0.01

Cartesian forces (eV/Å) of the 6 atoms listed first:
N -0.020 -0.862 0.383
C -0.589 -0.159 -0.157
N 0.579 1.121 0.455
H -0.155 0.245 0.114
H -0.084 0.228 -0.583
H 0.258 -0.249 0.020

Results
- Relative energy (zero: lowest compared OMol25 entry of this formula, charge and spin): 85.1 kJ/mol
- E_HOMO: -3.940 eV
- 2S+1: 1
- Net charge: -1
- E: -9263.8142 eV

---

Computed, not measured: an isolated molecule of C2H7N2P, with the ωB97M-V functional and the def2-TZVPD basis.

Last column: natural (NBO) charge in e.
Atoms and positions in Å:
C: 2.205881 0.318453 -0.262327  -0.35
C: 0.980801 0.002268 0.111350  -0.52
P: -0.591295 0.299915 -0.792148  1.06
N: -1.258285 1.303336 0.402679  -1.15
N: -1.217476 -1.352389 -0.102531  -1.13
H: 3.056990 0.064598 0.354203  0.20
H: 2.416399 0.848783 -1.174850  0.19
H: 0.802444 -0.543524 1.034570  0.21
H: -1.379358 0.807219 1.282154  0.39
H: -2.120167 1.768066 0.154257  0.39
H: -2.186936 -1.440789 -0.404364  0.36
H: -0.708996 -2.075937 -0.602990  0.36

Cartesian forces (eV/Å) of the 6 atoms listed first:
C 0.125 0.017 0.031
C -0.369 -0.145 -0.235
P 0.001 -1.742 1.438
N -0.378 -0.061 0.028
N 0.251 1.857 -1.081
H 0.085 0.024 0.061

Results
- Relative energy (zero: lowest compared OMol25 entry of this formula, charge and spin): 0.0 kJ/mol
- E_HOMO: -8.892 eV
- SMILES: C=CP(N)N
- 2S+1: 1
- E: -14456.1005 eV

---

Computed, not measured: the ion C2H7N2P2 with charge +1, with the ωB97M-V functional and the def2-TZVPD basis.

Last column: natural (NBO) charge in e.
Atoms and positions in Å:
N: 3.449499 0.028190 0.794918  -0.53
C: 2.791996 0.293639 -0.146026  0.22
P: 1.504577 0.353859 -1.251051  0.07
P: -0.731826 -0.916773 -1.031217  0.53
C: -1.681380 -0.630560 0.317999  -0.63
N: -2.420560 0.781973 0.319212  -0.70
H: 4.234561 0.444756 1.143240  0.42
H: 2.205871 -0.655039 -1.969216  0.06
H: -0.109259 -2.059183 -0.491472  0.02
H: -1.375875 -0.833172 1.396199  0.24
H: -2.952591 0.808131 1.180863  0.44
H: -3.101480 0.882307 -0.536049  0.45
H: -1.813538 1.501873 0.272605  0.41

Cartesian forces (eV/Å) of the 6 atoms listed first:
N -1.629 -0.576 -0.927
C -1.174 -0.957 0.542
P 0.778 0.508 -0.880
P -0.444 -0.585 -0.059
C 0.565 1.692 1.688
N -3.542 -4.469 -1.994

Results
- Relative energy (zero: lowest compared OMol25 entry of this formula, charge and spin): 322.7 kJ/mol
- E_HOMO: -12.089 eV
- SMILES: N=C=[PH]=[PH]=C[NH3+]
- 2S+1: 1
- Net charge: +1
- E: -23734.4607 eV

---

Computed, not measured: a cluster of 2 separate species, C2H7N2S in total, with the ωB97M-V functional and the def2-TZVPD basis.

Last column: natural (NBO) charge in e.
Atoms and positions in Å:
C: -0.487726 -0.748154 2.907445  -0.76
S: 0.478319 0.583117 2.123530  -0.67
H: -1.019001 -1.520316 2.131837  0.16
H: -1.383589 -0.157768 3.183050  0.20
H: 0.075227 -1.333189 3.750955  0.18
N: -0.188838 0.194649 -1.059195  -0.83
C: 0.469533 0.697687 -2.204615  0.33
N: 0.342390 0.599245 -3.495866  -0.88
H: -1.096966 -0.088524 -1.266059  0.37
H: 0.142787 0.483392 -0.047210  0.45
H: 1.497883 1.030279 -2.036676  0.11
H: 1.169983 0.259587 -3.987198  0.35

Cartesian forces (eV/Å) of the 6 atoms listed first:
C -1.358 -1.345 -1.023
S 0.645 -0.102 -0.308
H 1.699 1.319 1.595
H 0.400 -0.872 1.013
H -1.329 1.134 -1.460
N 2.658 2.807 -1.985

Results
- Relative energy (zero: lowest compared OMol25 entry of this formula, charge and spin): 182.9 kJ/mol
- E_HOMO: -2.787 eV
- 2S+1: 1
- Net charge: -1
- E: -16002.0939 eV

---

Number 1: orbital gap 12.0558 eV. Number 2: orbital gap 12.0096 eV. Number 3: orbital gap 8.4106 eV. Number 4: orbital gap 10.1718 eV. Number 5: orbital gap 7.5253 eV. Number 6: orbital gap 6.9397 eV.